No. 1
Molecular formula: C58H69BO6S
Method: DFT, ωB97M-V with the def2-TZVPD basis set

```
135
Properties=species:S:1:pos:R:3:lowdin_charge:R:1
C 1.953 0.358 -0.385 -0.053
C 2.263 -0.125 -1.786 -0.332
C 3.724 -0.355 -2.083 -0.057
C 1.331 -0.352 -2.737 -0.083
C -0.140 -0.452 -2.454 -0.195
C -0.785 -1.749 -2.969 -0.163
C -2.232 -1.876 -2.436 -0.361
C -3.210 -2.479 -3.447 -0.058
C -2.268 -2.619 -1.073 -0.120
C -2.731 -1.763 0.095 -0.218
O -4.027 -1.159 -0.185 -0.339
S -3.948 0.441 -0.142 0.954
O -3.777 0.832 1.242 -0.354
O -5.575 0.487 -0.509 -0.236
O -5.739 1.851 -0.991 0.032
B -5.650 1.761 -2.414 -0.777
O -4.550 2.269 -3.083 0.180
O -6.712 1.215 -3.067 0.216
H 1.504 1.354 -0.398 0.065
H 2.867 0.388 0.213 0.071
H 1.272 -0.312 0.154 0.068
H 3.922 -0.278 -3.152 0.079
H 4.012 -1.329 -1.678 0.079
H 4.293 0.427 -1.572 0.059
H 1.643 -0.431 -3.777 0.112
H -0.297 -0.417 -1.369 0.093
H -0.707 0.391 -2.875 0.111
H -0.195 -2.588 -2.586 0.097
H -0.756 -1.799 -4.060 0.114
H -2.562 -0.842 -2.266 0.098
H -4.233 -2.175 -3.193 0.077
H -3.016 -2.111 -4.457 0.076
H -3.206 -3.571 -3.427 0.081
H -1.251 -2.939 -0.819 0.112
H -2.882 -3.518 -1.159 0.118
H -2.846 -2.349 1.007 0.116
H -1.979 -0.992 0.297 0.105
H -3.748 1.764 -2.932 0.082
H -6.479 1.022 -3.979 0.124
C -6.643 -5.168 3.761 -0.098
C -6.560 -3.827 4.111 -0.095
C -5.945 -2.923 3.256 -0.083
C -5.420 -3.358 2.047 -0.086
C -5.505 -4.699 1.696 -0.092
C -6.115 -5.604 2.554 -0.099
H -7.121 -5.873 4.428 0.099
H -6.974 -3.487 5.051 0.100
H -5.876 -1.877 3.530 0.105
H -4.944 -2.651 1.382 0.071
H -5.097 -5.038 0.752 0.098
H -6.179 -6.650 2.281 0.099
C -0.986 -0.043 5.225 -0.099
C -0.397 1.012 5.907 -0.103
C -0.618 2.318 5.488 -0.101
C -1.431 2.566 4.390 -0.093
C -2.023 1.510 3.707 -0.093
C -1.797 0.206 4.125 -0.092
H -0.815 -1.061 5.552 0.098
H 0.233 0.818 6.765 0.098
H -0.156 3.141 6.018 0.098
H -1.606 3.584 4.066 0.100
H -2.655 1.698 2.851 0.064
H -2.258 -0.616 3.592 0.094
C -0.322 4.417 -2.294 -0.089
C 0.684 5.221 -1.775 -0.090
C 1.109 5.042 -0.465 -0.093
C 0.532 4.056 0.323 -0.099
C -0.472 3.250 -0.197 -0.099
C -0.901 3.432 -1.505 -0.091
H -0.656 4.557 -3.314 0.101
H 1.138 5.986 -2.392 0.101
H 1.893 5.669 -0.059 0.100
H 0.869 3.912 1.342 0.103
H -0.920 2.479 0.416 0.097
H -1.688 2.809 -1.909 0.083
C 2.405 -5.839 0.271 -0.095
C 2.912 -6.166 -0.979 -0.095
C 2.906 -5.226 -2.001 -0.089
C 2.397 -3.956 -1.770 -0.098
C 1.894 -3.629 -0.518 -0.099
C 1.893 -4.569 0.503 -0.091
H 2.409 -6.574 1.066 0.100
H 3.313 -7.155 -1.156 0.100
H 3.298 -5.485 -2.976 0.101
H 2.387 -3.213 -2.558 0.094
H 1.501 -2.634 -0.343 0.084
H 1.498 -4.312 1.478 0.101
C 7.852 1.766 -4.840 -0.098
C 6.563 2.232 -5.057 -0.098
C 5.753 2.558 -3.978 -0.097
C 6.232 2.422 -2.682 -0.104
C 7.524 1.963 -2.467 -0.089
C 8.332 1.630 -3.545 -0.095
H 8.483 1.509 -5.681 0.099
H 6.189 2.341 -6.067 0.099
H 4.746 2.918 -4.147 0.102
H 5.601 2.681 -1.841 0.077
H 7.901 1.863 -1.457 0.102
H 9.338 1.267 -3.376 0.100
C -10.219 -2.260 -3.436 -0.101
C -11.464 -1.649 -3.409 -0.103
C -11.619 -0.418 -2.787 -0.100
C -10.527 0.203 -2.195 -0.088
C -9.280 -0.406 -2.223 -0.091
C -9.128 -1.639 -2.841 -0.093
H -10.098 -3.222 -3.918 0.098
H -12.315 -2.132 -3.874 0.098
H -12.591 0.057 -2.762 0.098
H -10.648 1.165 -1.713 0.102
H -8.432 0.076 -1.763 0.085
H -8.157 -2.118 -2.858 0.099
C 4.887 4.426 0.443 -0.104
C 4.125 3.414 1.013 -0.100
C 4.200 3.178 2.378 -0.098
C 5.027 3.960 3.173 -0.107
C 5.791 4.969 2.602 -0.096
C 5.726 5.198 1.233 -0.088
H 4.828 4.602 -0.624 0.096
H 3.474 2.808 0.394 0.082
H 3.614 2.382 2.823 0.106
H 5.083 3.774 4.238 0.104
H 6.440 5.574 3.221 0.102
H 6.328 5.977 0.784 0.102
C 7.931 -0.911 5.081 -0.099
C 8.694 0.071 5.697 -0.099
C 8.596 1.391 5.278 -0.095
C 7.730 1.728 4.247 -0.096
C 6.965 0.746 3.632 -0.093
C 7.068 -0.574 4.047 -0.095
H 8.009 -1.940 5.407 0.099
H 9.366 -0.192 6.504 0.099
H 9.194 2.157 5.755 0.099
H 7.649 2.756 3.918 0.089
H 6.291 1.015 2.829 0.092
H 6.475 -1.341 3.566 0.100
```

The gap between HOMO and LUMO comes out at 9.06 eV. As for the HOMO energy: -8.9 eV. As for the largest force on an atom: 0.020 hartree/bohr. The calculation puts the electronic energy at -85061.284 eV. The relative energy (zero: lowest compared OMol25 entry of this formula, charge and spin) comes out at 0.0 kJ/mol.


No. 2
Molecular formula: C4H11N4
Method: DFT, ωB97M-V with the def2-TZVPD basis set

```
19
Properties=species:S:1:pos:R:3:lowdin_charge:R:1
C -0.299 -0.710 -2.163 0.095
C -0.755 0.191 -1.266 -0.312
C -2.173 0.286 -0.741 -0.046
C 0.271 1.013 -0.531 -0.087
N 1.887 -0.117 0.703 0.049
N 2.620 -0.648 1.634 0.165
N -0.180 0.085 1.749 0.169
N 0.726 0.353 0.680 -0.149
H 0.725 -0.724 -2.561 0.083
H -0.989 -1.300 -2.785 0.085
H -2.355 -0.192 0.278 0.092
H -2.514 1.272 -0.563 0.078
H -2.732 -0.357 -1.353 0.067
H 1.208 1.274 -0.977 0.130
H -0.098 1.926 -0.045 0.145
H 2.204 -1.010 2.470 0.112
H 3.562 -0.913 1.520 0.125
H -1.152 0.296 1.610 0.081
H 0.043 -0.722 2.341 0.116
```

The gap between HOMO and LUMO comes out at 9.65 eV. As for the HOMO energy: -13.6 eV. As for the largest force on an atom: 0.104 hartree/bohr. The net charge is +1. The calculation puts the electronic energy at -10276.253 eV. The relative energy (zero: lowest compared OMol25 entry of this formula, charge and spin) comes out at 476.4 kJ/mol.


No. 3
Molecular formula: C6H14N2O2
Method: DFT, ωB97M-V with the def2-TZVPD basis set

```
24
Properties=species:S:1:pos:R:3:lowdin_charge:R:1
C -2.096 -2.346 0.653 -0.020
C -2.416 0.700 -1.575 -0.062
C -1.600 -1.227 -0.243 -0.602
O -0.491 -1.263 -0.633 0.073
N -2.617 -0.424 -0.657 0.008
H -3.162 -2.354 0.940 0.065
H -3.558 -0.678 -0.229 0.162
H -1.567 0.552 -2.150 0.055
H -2.217 -3.359 0.146 0.108
H -1.462 -2.388 1.550 0.085
H -3.314 0.924 -2.236 0.106
H -2.327 1.647 -1.102 0.064
C 2.982 0.822 -1.294 -0.062
C 1.390 0.798 2.280 0.030
C 2.372 1.080 1.043 -0.539
O 3.229 1.947 1.156 0.016
N 2.181 0.446 -0.112 0.016
H 1.351 -0.201 -0.264 0.127
H 3.062 0.071 -2.083 0.090
H 1.841 1.398 3.019 0.057
H 2.689 1.798 -1.638 0.078
H 3.927 1.132 -1.026 0.042
H 0.379 1.037 1.802 0.105
H 1.425 -0.113 2.652 0.003
```

The gap between HOMO and LUMO comes out at 9.62 eV. As for the HOMO energy: -9.1 eV. As for the largest force on an atom: 0.121 hartree/bohr. The calculation puts the electronic energy at -13523.595 eV. The relative energy (zero: lowest compared OMol25 entry of this formula, charge and spin) comes out at 195.8 kJ/mol.


No. 4
Molecular formula: C9H9NOS
Method: DFT, ωB97M-V with the def2-TZVPD basis set

```
21
Properties=species:S:1:pos:R:3:lowdin_charge:R:1
C -3.874 0.895 -1.020 -0.338
C 0.743 -1.291 -0.968 -0.037
C 0.654 0.872 0.067 -0.037
C -0.634 -1.434 -0.831 -0.076
C -0.721 0.749 0.214 -0.100
C 1.397 -0.149 -0.516 -0.276
C -1.300 -0.404 -0.236 -0.112
C -4.510 0.242 1.456 -0.230
C 2.885 -0.029 -0.650 -0.048
N -3.978 1.745 -1.776 0.142
O -4.193 -1.633 -0.362 -0.395
S -3.643 -0.406 0.169 0.787
H 1.313 -2.085 -1.429 0.118
H 1.149 1.766 0.418 0.114
H -1.141 -2.320 -1.176 0.113
H -1.297 1.538 0.672 0.107
H -4.753 -0.492 2.211 0.015
H -4.059 1.145 1.841 0.013
H 3.259 0.817 -0.080 0.075
H 3.369 -0.936 -0.296 0.082
H 3.162 0.114 -1.694 0.086
```

The gap between HOMO and LUMO (alpha / beta) comes out at 7.93 / 7.94 eV. As for the HOMO energy (alpha / beta): -8.7 / -8.7 eV. As for the largest force on an atom: 0.056 hartree/bohr. The calculation puts the electronic energy at -23846.220 eV. The relative energy (zero: lowest compared OMol25 entry of this formula, charge and spin) comes out at 525.6 kJ/mol.


No. 5
Molecular formula: C61H137B2F8N14O22S
Method: DFT, ωB97M-V with the def2-TZVPD basis set

```
245
Properties=species:S:1:pos:R:3:lowdin_charge:R:1
C 5.284 3.204 2.063 0.011
N 4.131 2.326 1.777 -0.129
C 2.905 2.776 2.037 -0.030
C 1.818 1.962 1.830 0.010
C 1.941 0.772 1.101 -0.140
C 3.256 0.338 0.769 0.014
C 4.341 1.105 1.171 -0.014
C 0.726 -0.121 0.808 -0.138
C 0.522 -0.686 -0.473 0.015
C -0.553 -1.578 -0.695 0.016
N -1.396 -1.915 0.347 -0.106
C -1.231 -1.414 1.615 0.019
C -0.205 -0.515 1.786 0.009
C -2.540 -2.833 0.159 0.017
H 5.847 2.662 2.823 0.099
H 5.092 4.226 2.391 0.105
H 5.867 3.197 1.142 0.097
H 2.837 3.773 2.446 0.141
H 0.812 2.329 1.970 0.135
H 3.376 -0.515 0.117 0.117
H 5.371 0.826 1.005 0.130
H 1.229 -0.491 -1.266 0.115
H -0.890 -1.907 -1.667 0.135
H -1.899 -1.750 2.394 0.147
H -0.041 -0.022 2.733 0.124
H -2.173 -3.816 -0.137 0.104
H -3.147 -2.357 -0.612 0.110
H -3.209 -2.936 1.013 0.108
C 3.766 -1.967 8.597 0.032
C 2.320 -1.890 8.072 -0.366
O 1.963 -2.564 7.118 0.165
N 1.314 -1.116 8.859 0.114
H 1.790 -0.692 9.642 0.162
H 0.841 -0.369 8.372 0.190
C 0.223 -2.056 9.466 0.073
H 4.339 -2.618 7.936 0.102
H 3.788 -2.247 9.650 0.094
H 4.134 -0.949 8.464 0.093
H 0.736 -2.751 10.131 0.106
H -0.333 -2.537 8.661 0.119
H -0.458 -1.472 10.085 0.111
B -3.273 -6.847 5.549 -1.457
F -4.229 -5.938 5.574 0.180
F -3.780 -8.053 6.017 0.088
F -2.771 -7.059 4.275 0.091
F -2.244 -6.451 6.371 0.097
B -7.745 0.429 -1.427 -1.517
F -8.784 -0.190 -1.903 0.212
F -7.470 0.086 -0.145 0.132
F -6.601 0.193 -2.183 0.073
F -7.893 1.796 -1.465 0.100
S -2.897 3.055 6.880 0.098
O -3.602 3.832 7.836 -0.268
O -3.521 1.738 6.762 -0.347
O -3.200 3.806 5.670 -0.269
O -1.455 2.947 7.029 -0.432
O -2.249 5.126 -0.856 -0.035
C -3.126 4.335 -1.243 -0.615
N -3.757 3.663 -0.358 0.178
C -3.507 4.208 -2.772 0.003
H -3.555 4.013 0.567 0.131
H -4.515 3.020 -0.537 0.132
H -3.272 5.111 -3.335 0.068
H -4.592 4.209 -2.881 0.069
H -3.152 3.245 -3.139 0.070
O 2.825 9.888 0.634 0.037
C 2.142 10.639 -0.010 -0.656
N 0.994 10.284 -0.513 0.171
C 2.610 12.072 -0.258 -0.013
H 0.708 9.348 -0.267 0.127
H 0.349 10.966 -0.886 0.113
H 1.891 12.745 -0.725 0.066
H 3.586 12.244 -0.713 0.077
H 2.825 12.480 0.729 0.078
O 11.001 -0.466 3.772 -0.007
C 11.287 -1.580 4.270 -0.593
N 10.321 -2.507 4.461 0.153
C 12.694 -1.836 4.645 -0.022
H 9.550 -2.351 3.828 0.113
H 10.673 -3.397 4.786 0.100
H 13.068 -1.160 5.414 0.091
H 13.310 -1.465 3.826 0.089
H 12.976 -2.882 4.770 0.076
O 5.401 5.404 8.003 0.016
C 5.250 4.670 8.984 -0.616
N 4.138 3.997 9.201 0.156
C 6.305 4.705 10.080 -0.016
H 3.344 4.115 8.588 0.125
H 4.090 3.439 10.042 0.103
H 6.748 3.716 10.191 0.072
H 5.967 4.998 11.074 0.079
H 7.069 5.389 9.710 0.082
O -9.065 -9.406 1.953 0.020
C -8.044 -9.188 2.561 -0.661
N -7.985 -8.300 3.471 0.178
C -6.791 -10.073 2.245 -0.003
H -7.062 -7.938 3.663 0.128
H -8.836 -7.764 3.566 0.129
H -6.060 -9.402 1.792 0.071
H -7.014 -10.824 1.487 0.067
H -6.324 -10.623 3.062 0.071
C -17.795 -1.779 -2.159 -0.151
O -16.645 -2.195 -1.513 -0.205
C -15.891 -3.306 -2.001 -0.162
C -14.713 -3.647 -0.976 -0.172
N -13.399 -3.514 -1.617 -0.095
C -12.388 -4.011 -0.745 -0.205
C -12.200 -3.320 0.683 -0.207
O -12.914 -4.021 1.681 -0.189
C -12.798 -3.353 2.918 -0.130
H -17.935 -0.718 -1.952 0.083
H -18.754 -2.235 -1.913 0.077
H -17.679 -1.854 -3.240 0.080
H -15.516 -3.049 -2.992 0.114
H -16.529 -4.189 -1.981 0.107
H -14.892 -4.660 -0.614 0.113
H -14.696 -2.964 -0.127 0.110
H -13.298 -2.514 -1.715 0.110
H -11.481 -3.838 -1.324 0.114
H -12.562 -5.081 -0.626 0.118
H -12.379 -2.249 0.593 0.121
H -11.138 -3.404 0.916 0.116
H -11.821 -3.123 3.342 0.087
H -13.370 -3.851 3.701 0.083
H -13.252 -2.369 2.801 0.081
C 3.870 -6.638 -4.652 -0.141
O 4.640 -5.511 -4.814 -0.207
C 4.367 -4.780 -6.015 -0.189
C 5.331 -5.144 -7.193 -0.193
N 6.640 -5.300 -6.552 -0.046
C 7.545 -6.077 -7.422 -0.231
C 8.923 -6.092 -6.936 -0.236
O 9.008 -6.867 -5.712 -0.186
C 10.323 -7.116 -5.288 -0.132
H 2.827 -6.413 -4.428 0.087
H 4.233 -7.281 -3.851 0.092
H 3.823 -7.241 -5.559 0.087
H 4.592 -3.754 -5.724 0.116
H 3.312 -4.825 -6.287 0.119
H 5.401 -4.334 -7.918 0.118
H 4.964 -6.091 -7.588 0.106
H 6.493 -5.777 -5.674 0.094
H 7.616 -5.567 -8.383 0.124
H 7.275 -7.121 -7.583 0.126
H 9.328 -5.099 -6.743 0.126
H 9.524 -6.535 -7.730 0.120
H 10.312 -7.763 -4.410 0.091
H 10.858 -6.176 -5.160 0.078
H 10.977 -7.506 -6.068 0.077
C -1.286 -9.774 -8.273 -0.159
O -1.953 -8.583 -8.349 -0.200
C -3.205 -8.583 -7.581 -0.173
C -3.957 -7.246 -7.627 -0.222
N -3.009 -6.166 -7.370 -0.052
C -3.520 -4.942 -8.099 -0.168
C -3.463 -4.968 -9.654 -0.214
O -4.595 -5.625 -10.180 -0.211
C -4.745 -5.561 -11.589 -0.100
H -1.109 -10.057 -7.236 0.090
H -0.406 -9.793 -8.917 0.088
H -1.900 -10.524 -8.770 0.083
H -3.025 -8.856 -6.542 0.117
H -3.946 -9.289 -7.958 0.116
H -4.650 -7.189 -6.788 0.119
H -4.610 -7.178 -8.497 0.104
H -2.115 -6.431 -7.759 0.081
H -2.907 -4.180 -7.618 0.104
H -4.533 -4.669 -7.806 0.118
H -2.629 -5.626 -9.895 0.117
H -3.264 -3.985 -10.082 0.115
H -5.802 -5.634 -11.843 0.083
H -4.315 -6.415 -12.113 0.082
H -4.385 -4.602 -11.960 0.083
C 11.773 1.910 -3.508 -0.098
O 10.767 1.013 -3.981 -0.189
C 10.086 0.465 -2.921 -0.249
C 9.051 -0.497 -3.596 -0.200
N 8.305 -1.357 -2.680 -0.066
C 9.175 -2.341 -1.945 -0.187
C 8.313 -3.413 -1.319 -0.266
O 7.699 -2.955 -0.156 -0.176
C 6.878 -3.918 0.459 -0.113
H 12.077 2.289 -4.484 0.087
H 12.606 1.378 -3.050 0.090
H 11.431 2.798 -2.976 0.088
H 9.557 1.272 -2.415 0.125
H 10.662 -0.152 -2.231 0.110
H 9.497 -1.172 -4.327 0.111
H 8.333 0.128 -4.127 0.116
H 7.620 -1.869 -3.218 0.096
H 9.714 -1.904 -1.104 0.112
H 9.942 -2.730 -2.614 0.114
H 8.930 -4.297 -1.159 0.119
H 7.582 -3.779 -2.040 0.121
H 5.961 -4.187 -0.065 0.087
H 6.570 -3.486 1.411 0.084
H 7.470 -4.818 0.627 0.085
C 8.430 8.174 -1.918 -0.107
O 7.345 7.272 -2.210 -0.204
C 6.628 7.713 -3.374 -0.205
C 5.840 6.462 -3.806 -0.200
N 4.506 6.449 -3.209 -0.072
C 3.823 5.151 -3.283 -0.199
C 3.246 4.891 -4.678 -0.224
O 2.669 3.579 -4.592 -0.186
C 2.033 3.233 -5.874 -0.102
H 8.113 9.216 -1.885 0.080
H 9.123 8.183 -2.760 0.077
H 8.965 7.943 -0.997 0.085
H 7.349 8.067 -4.111 0.108
H 6.038 8.606 -3.168 0.122
H 6.371 5.567 -3.481 0.111
H 5.837 6.392 -4.893 0.108
H 4.499 6.788 -2.258 0.109
H 2.917 5.176 -2.677 0.121
H 4.474 4.383 -2.865 0.113
H 3.984 4.972 -5.477 0.108
H 2.460 5.577 -4.995 0.122
H 1.844 2.160 -5.836 0.075
H 2.580 3.259 -6.816 0.077
H 1.074 3.693 -6.111 0.083
C -10.052 9.307 6.721 -0.128
O -8.654 9.418 6.830 -0.183
C -8.227 10.390 7.799 -0.219
C -6.704 10.414 7.879 -0.206
N -6.069 9.099 8.248 -0.022
C -4.736 9.378 8.903 -0.191
C -3.700 9.733 7.839 -0.273
O -3.506 8.663 6.949 -0.169
C -2.334 8.841 6.079 -0.065
H -10.528 10.277 6.575 0.081
H -10.445 8.862 7.635 0.079
H -10.392 8.573 5.990 0.089
H -8.758 10.260 8.742 0.116
H -8.563 11.355 7.422 0.112
H -6.406 11.234 8.534 0.102
H -6.325 10.738 6.910 0.112
H -6.631 8.770 9.020 0.091
H -4.358 8.521 9.459 0.121
H -4.870 10.224 9.578 0.098
H -2.819 9.958 8.441 0.110
H -3.976 10.625 7.279 0.111
H -2.542 9.484 5.224 0.075
H -2.097 7.904 5.573 0.087
H -1.504 9.195 6.691 0.077
```

The gap between HOMO and LUMO comes out at 1.75 eV. As for the HOMO energy: -3.5 eV. As for the largest force on an atom: 0.107 hartree/bohr. The net charge is -1. The calculation puts the electronic energy at -165306.168 eV.